{
  "formula": "C45H55N3O2PV",
  "method": "ωB97M-V/def2-TZVPD",
  "symbols": ["V", "C", "C", "C", "C", "C", "C", "C", "N", "C", "C", "C", "C", "C", "C", "O", "C", "C", "C", "C", "C", "C", "C", "C", "C", "O", "C", "C", "C", "C", "C", "C", "H", "H", "H", "H", "H", "H", "H", "H", "H", "H", "H", "H", "H", "H", "H", "H", "H", "H", "H", "H", "H", "H", "H", "H", "H", "H", "H", "H", "H", "H", "H", "H", "H", "H", "H", "H", "H", "H", "H", "H", "N", "P", "C", "C", "C", "C", "C", "C", "C", "C", "C", "C", "C", "C", "C", "C", "C", "C", "C", "N", "H", "H", "H", "H", "H", "H", "H", "H", "H", "H", "H", "H", "H", "H", "H"],
  "positions_angstrom": [[-1.45291, 0.37357, -0.01629], [5.16675, -0.15079, 2.77969], [4.06722, -0.06665, 3.83653], [4.09666, -1.33745, 4.70656], [4.29977, 1.17707, 4.71520], [2.69159, 0.04416, 3.20758], [2.48097, 0.06586, 1.85646], [1.15476, 0.16616, 1.37104], [0.69833, 0.26953, 0.12803], [1.33024, 0.42606, -1.05179], [2.69690, 0.47980, -1.35974], [3.08581, 0.72240, -2.66330], [2.08079, 0.92133, -3.64637], [0.70314, 0.88098, -3.43800], [0.35797, 0.61505, -2.11462], [-0.88945, 0.55118, -1.65996], [-0.23704, 1.09456, -4.62453], [-1.72089, 1.05740, -4.25261], [0.07468, 2.46262, -5.25396], [0.03639, -0.02638, -5.64257], [4.56688, 0.81701, -3.00863], [4.80800, 0.81452, -4.51966], [5.32427, -0.36510, -2.38277], [5.08612, 2.14041, -2.41220], [0.04075, 0.20313, 2.32496], [-1.13603, 0.25567, 1.71060], [0.21752, 0.21483, 3.70637], [1.55564, 0.13646, 4.07879], [-0.84476, 0.30289, 4.80481], [-0.72647, -0.95384, 5.68320], [-2.27509, 0.38677, 4.27283], [-0.55905, 1.55991, 5.64299], [6.13404, -0.21895, 3.27469], [5.19613, 0.74127, 2.14863], [5.06679, -1.04119, 2.15385], [5.08527, -1.43294, 5.15504], [3.90886, -2.23339, 4.11311], [3.38018, -1.30577, 5.52916], [5.28537, 1.10233, 5.17415], [3.58021, 1.26386, 5.53079], [4.27227, 2.09429, 4.12532], [3.32285, -0.01032, 1.19274], [3.45671, 0.34114, -0.61154], [2.41733, 1.12138, -4.65397], [-1.98495, 1.83404, -3.53104], [-2.01918, 0.08129, -3.86349], [-2.30432, 1.24430, -5.15352], [-0.09719, 3.27707, -4.54831], [-0.57806, 2.61748, -6.11261], [1.09991, 2.53214, -5.61638], [-0.16570, -1.00989, -5.21305], [1.06354, -0.01475, -6.00694], [-0.61350, 0.10920, -6.50697], [4.40400, -0.07888, -5.00083], [5.88132, 0.81996, -4.70310], [4.40535, 1.70287, -5.00958], [4.92883, -1.32262, -2.72511], [5.31048, -0.34664, -1.29136], [6.37110, -0.31436, -2.67853], [4.58081, 3.00275, -2.84957], [6.15092, 2.23517, -2.62341], [4.95780, 2.17437, -1.32824], [1.76917, 0.14045, 5.13996], [-0.90049, -1.86413, 5.10624], [-1.47097, -0.90623, 6.47770], [0.24740, -1.03540, 6.16648], [-2.54207, -0.50832, 3.71041], [-2.43641, 1.27313, 3.65532], [-2.95297, 0.45761, 5.12309], [0.42307, 1.53216, 6.11566], [-1.29488, 1.63144, 6.44355], [-0.62514, 2.46783, 5.04113], [-4.48198, 0.00476, -0.34253], [-3.32569, -1.20745, -0.41387], [-3.66877, -2.40753, 0.80755], [-4.17346, -2.00550, 2.06046], [-4.50726, -2.96456, 2.99046], [-4.32673, -4.31734, 2.69035], [-3.81667, -4.71850, 1.45878], [-3.48278, -3.77157, 0.51096], [-3.06922, -1.84612, -2.03866], [-1.88959, -2.55349, -2.31021], [-1.72505, -3.13889, -3.55105], [-2.72891, -3.02304, -4.51212], [-3.89403, -2.31635, -4.24226], [-4.07138, -1.71620, -3.00560], [-4.20859, 1.35533, -0.20231], [-5.22103, 2.30722, -0.15912], [-4.87608, 3.62952, 0.02845], [-3.52945, 3.99704, 0.16672], [-2.57946, 3.01996, 0.11566], [-2.91528, 1.70779, -0.05123], [-5.45881, -0.26745, -0.28476], [-4.33201, -0.95689, 2.28176], [-4.92315, -2.67547, 3.94606], [-4.60118, -5.06585, 3.42267], [-3.70172, -5.77042, 1.23634], [-3.11996, -4.08105, -0.46036], [-1.11765, -2.67517, -1.55431], [-0.82834, -3.70301, -3.76996], [-2.60135, -3.49497, -5.47768], [-4.66906, -2.23815, -4.99256], [-4.98170, -1.16670, -2.80328], [-6.25389, 2.00818, -0.27881], [-5.64953, 4.38643, 0.06854], [-3.24064, 5.02798, 0.31345], [-1.52288, 3.24457, 0.22433]],
  "forces_ev_per_a": [[0.137, 0.343, -0.283], [0.005, -0.007, 0.014], [-0.074, 0.009, -0.119], [-0.016, -0.051, 0.035], [-0.009, 0.052, 0.029], [0.222, -0.023, -0.022], [-0.075, 0.007, -0.147], [0.312, -0.034, 0.272], [-0.178, -0.111, 0.051], [0.380, 0.032, -0.265], [-0.126, -0.020, 0.135], [0.209, -0.008, 0.112], [-0.228, 0.014, -0.128], [0.180, -0.083, -0.055], [-0.207, 0.054, -0.102], [0.129, 0.003, 0.125], [-0.025, -0.004, 0.014], [0.009, -0.004, 0.024], [0.004, 0.000, -0.006], [-0.007, 0.024, -0.015], [-0.083, -0.036, -0.031], [0.027, 0.007, -0.015], [-0.003, -0.031, 0.029], [-0.016, 0.048, 0.026], [-0.263, -0.030, 0.162], [0.224, -0.001, 0.185], [0.199, -0.033, -0.003], [-0.235, 0.015, 0.098], [-0.020, 0.003, 0.007], [-0.009, 0.010, 0.015], [0.011, 0.012, -0.012], [0.004, -0.001, 0.009], [-0.004, -0.003, 0.008], [0.002, 0.006, -0.004], [-0.004, 0.000, -0.008], [0.009, 0.016, -0.008], [0.005, -0.004, 0.000], [-0.013, 0.003, -0.006], [0.008, -0.017, -0.011], [-0.010, 0.001, -0.002], [0.001, 0.006, 0.002], [-0.036, 0.002, -0.027], [-0.023, 0.013, 0.011], [0.006, 0.001, 0.003], [-0.006, 0.010, -0.011], [-0.001, 0.005, 0.005], [0.004, -0.008, -0.012], [0.000, 0.006, 0.006], [-0.003, -0.001, -0.002], [0.008, 0.006, -0.002], [-0.001, -0.004, 0.004], [0.010, 0.000, -0.002], [-0.003, -0.001, -0.006], [-0.003, -0.006, -0.003], [-0.003, 0.002, -0.003], [-0.004, 0.004, -0.002], [0.001, -0.007, -0.003], [-0.011, 0.000, 0.009], [-0.002, 0.021, -0.018], [-0.003, 0.008, 0.004], [0.004, -0.019, -0.022], [0.001, -0.002, 0.006], [-0.006, -0.002, -0.002], [-0.004, -0.006, -0.003], [-0.001, -0.001, 0.002], [0.008, -0.005, 0.000], [-0.014, -0.009, -0.017], [-0.006, 0.001, -0.005], [0.006, -0.002, 0.000], [0.004, 0.008, 0.003], [-0.003, 0.000, 0.002], [-0.002, 0.008, -0.003], [-0.156, -0.071, 0.022], [0.079, 0.206, -0.038], [0.023, -0.092, -0.012], [0.002, 0.048, -0.041], [-0.001, -0.043, 0.003], [-0.004, 0.023, 0.000], [-0.003, 0.003, 0.017], [0.006, 0.018, -0.040], [-0.076, -0.027, 0.014], [-0.002, -0.028, 0.005], [0.007, -0.003, -0.009], [0.003, 0.003, 0.010], [0.009, 0.003, -0.010], [0.027, 0.034, 0.001], [-0.154, -0.042, 0.121], [0.064, 0.066, -0.087], [-0.011, -0.057, -0.001], [0.074, 0.020, -0.037], [-0.024, 0.056, 0.023], [-0.236, -0.319, 0.003], [0.012, 0.027, 0.013], [0.002, 0.008, 0.016], [-0.003, 0.010, 0.001], [0.001, -0.001, 0.004], [0.002, -0.002, -0.008], [-0.005, -0.021, 0.011], [-0.011, 0.000, 0.006], [0.004, -0.001, -0.003], [0.000, -0.004, -0.003], [-0.006, -0.001, -0.003], [-0.006, 0.003, 0.007], [-0.004, -0.001, -0.003], [-0.005, -0.001, 0.000], [0.007, 0.000, -0.004], [-0.005, 0.001, -0.002]],
  "e_tot_ev": -91061.0163,
  "lumo_ev": [-14.2, -14.2],
  "total_charge": 4,
  "orbital_gap_ev": [5.035, 5.033]
}

{
  "formula": "C45H55N4O",
  "method": "ωB97M-V/def2-TZVPD",
  "symbols": ["C", "C", "C", "C", "C", "C", "C", "C", "C", "C", "C", "C", "N", "N", "N", "C", "C", "C", "C", "C", "C", "C", "C", "C", "C", "C", "C", "C", "C", "C", "C", "H", "H", "H", "H", "H", "H", "H", "H", "H", "H", "H", "H", "H", "H", "H", "H", "H", "H", "H", "H", "H", "H", "H", "H", "H", "H", "H", "H", "H", "H", "H", "H", "H", "H", "H", "H", "H", "H", "H", "C", "O", "C", "C", "C", "C", "C", "C", "C", "C", "C", "C", "C", "C", "N", "C", "C", "C", "C", "H", "H", "H", "H", "H", "H", "H", "H", "H", "H", "H", "H", "H", "H", "H", "H"],
  "positions_angstrom": [[0.42006, 3.89902, 0.59654], [0.18133, 3.40813, -0.82470], [0.85059, 4.33786, -1.83698], [-1.30946, 3.23272, -1.10328], [-2.13212, 4.36075, -1.13125], [-3.48106, 4.25002, -1.45504], [-4.00736, 3.00584, -1.80293], [-3.20937, 1.86325, -1.78754], [-3.79024, 0.50848, -2.17134], [-4.83522, 0.58519, -3.28627], [-4.38323, -0.19017, -0.95300], [-1.87121, 1.96911, -1.35535], [-1.02626, 0.79469, -1.34156], [-0.54334, 0.34347, -2.52842], [0.28872, -0.66952, -2.19708], [1.13145, -1.31366, -3.18423], [2.47299, -0.92050, -3.30999], [3.06127, 0.24173, -2.49990], [3.56855, 1.36548, -3.40516], [4.17632, -0.22446, -1.57422], [3.28087, -1.60151, -4.22226], [2.76282, -2.63025, -5.00397], [1.41750, -2.97362, -4.89642], [0.58056, -2.30900, -3.99848], [-0.90129, -2.68692, -3.90823], [-1.08177, -4.11848, -3.41418], [-1.62074, -2.48771, -5.24176], [0.25214, -0.93115, -0.84841], [0.97648, -2.05696, -0.27206], [-0.57335, 0.00079, -0.24906], [-0.88413, 0.11951, 1.09793], [-0.00633, 3.18550, 1.30972], [1.49459, 3.99112, 0.79084], [-0.04941, 4.87985, 0.74954], [0.63288, 2.41563, -0.92572], [0.71641, 3.95536, -2.85541], [0.42140, 5.34732, -1.78399], [1.92628, 4.40515, -1.63332], [-1.69986, 5.33830, -0.90489], [-4.12155, 5.13302, -1.44755], [-5.05752, 2.92928, -2.09114], [-2.94187, -0.08123, -2.54639], [-4.44535, 1.13101, -4.15206], [-5.10262, -0.42791, -3.61049], [-5.75038, 1.08000, -2.93588], [-3.63680, -0.27535, -0.15714], [-5.23577, 0.38745, -0.56889], [-4.73246, -1.19356, -1.22241], [2.24658, 0.64183, -1.88467], [2.76308, 1.73328, -4.05032], [3.93736, 2.20121, -2.79795], [4.38881, 1.00361, -4.03887], [3.83709, -1.04442, -0.93351], [5.03819, -0.57423, -2.15902], [4.50271, 0.59759, -0.92521], [4.32852, -1.30910, -4.31722], [3.40674, -3.15604, -5.70921], [0.99921, -3.76877, -5.51653], [-1.35226, -2.00205, -3.18035], [-0.57454, -4.26434, -2.45403], [-2.14675, -4.34031, -3.28149], [-0.66474, -4.82574, -4.14318], [-1.53110, -1.44528, -5.56603], [-1.18923, -3.13610, -6.01496], [-2.68491, -2.72859, -5.13343], [0.70310, -2.12186, 0.78907], [0.72710, -3.01971, -0.75905], [2.06898, -1.91953, -0.32906], [-0.50397, -0.67140, 1.73278], [-1.54723, 0.91369, 1.40865], [-4.69622, 0.66510, 7.07179], [-3.97651, -0.57503, 7.28310], [-2.93020, -0.81308, 6.44940], [-2.53358, 0.09297, 5.43933], [-1.45514, -0.21311, 4.62948], [-0.81319, -1.46499, 4.68943], [0.27222, -1.79781, 3.79470], [1.40726, -1.00632, 3.63612], [2.64022, -1.36961, 2.92844], [3.11550, -2.54938, 2.37641], [4.37541, -2.53711, 1.74987], [5.15191, -1.36779, 1.68785], [4.69452, -0.17396, 2.27012], [3.44467, -0.21026, 2.87441], [2.79096, 0.79294, 3.60214], [3.30507, 2.12493, 3.85284], [1.61007, 0.32338, 4.09088], [-1.23673, -2.37136, 5.70972], [-2.23866, -2.04045, 6.59236], [-5.44959, 0.65591, 7.85691], [-4.03577, 1.54036, 7.18520], [-5.17430, 0.68803, 6.07858], [-3.07201, 1.03194, 5.30580], [-1.13006, 0.51975, 3.89446], [0.30780, -2.81744, 3.40969], [2.51611, -3.45619, 2.47649], [4.76910, -3.45685, 1.31444], [6.11678, -1.39092, 1.17592], [5.27665, 0.74612, 2.24592], [4.26907, 2.22043, 3.34723], [2.61067, 2.88291, 3.45964], [3.43455, 2.30226, 4.93185], [0.97218, 0.91947, 4.73732], [-0.72687, -3.33110, 5.80725], [-2.54771, -2.70058, 7.40228]],
  "forces_ev_per_a": [[-0.091, -0.027, 0.233], [-0.169, -0.319, -0.086], [-0.101, -0.033, -0.180], [0.341, -0.137, 0.136], [-0.203, -0.089, -0.010], [0.119, -0.136, 0.056], [0.104, 0.221, 0.084], [-0.060, -0.388, 0.300], [0.244, 0.025, -0.221], [0.096, 0.084, -0.061], [0.043, -0.015, 0.219], [-0.210, 0.455, -0.518], [0.618, -1.270, 0.291], [1.670, -0.548, 0.164], [-1.818, 1.616, 0.989], [-0.012, -0.065, -0.432], [0.128, 0.351, 0.288], [-0.426, -0.159, -0.075], [-0.154, -0.017, -0.143], [0.102, -0.175, 0.131], [-0.151, -0.016, 0.050], [-0.091, 0.009, 0.042], [0.106, 0.107, 0.028], [-0.435, -0.227, 0.092], [0.232, 0.276, 0.167], [0.081, -0.085, 0.077], [0.095, 0.183, -0.043], [0.656, -0.285, -2.481], [0.549, -0.767, 0.584], [-1.196, 1.346, 0.282], [0.256, 0.292, -0.728], [0.054, 0.141, 0.012], [-0.112, 0.041, 0.001], [0.138, -0.180, 0.039], [0.087, 0.121, 0.053], [0.027, 0.138, 0.133], [0.156, -0.193, -0.053], [-0.185, 0.031, -0.031], [-0.167, -0.289, -0.091], [0.187, -0.237, -0.055], [0.368, 0.010, 0.059], [-0.301, -0.019, 0.057], [-0.131, -0.060, 0.093], [0.014, 0.204, 0.076], [0.153, -0.130, -0.144], [-0.107, -0.063, 0.008], [0.157, -0.153, -0.045], [0.025, 0.145, 0.087], [0.145, 0.034, -0.035], [0.181, -0.020, 0.052], [-0.034, -0.149, -0.133], [-0.151, 0.165, 0.102], [0.164, 0.083, -0.064], [-0.129, 0.062, 0.193], [0.003, -0.131, -0.139], [-0.309, -0.117, -0.029], [-0.171, 0.130, 0.182], [0.170, 0.247, 0.141], [-0.054, -0.210, -0.119], [-0.076, -0.093, -0.131], [0.188, -0.016, -0.038], [-0.107, 0.056, 0.212], [-0.047, -0.176, -0.053], [-0.158, 0.139, 0.097], [0.197, 0.016, -0.062], [0.141, -0.135, -0.275], [0.106, 0.437, 0.192], [-0.354, -0.125, 0.081], [-0.244, 0.439, 0.110], [-0.115, -0.249, 0.285], [0.115, -0.343, 0.172], [0.581, 0.378, -0.766], [-0.106, 0.222, -0.351], [-0.204, -0.191, 0.615], [0.192, -0.135, -0.110], [-0.772, 0.306, 0.497], [1.369, 0.387, 1.316], [-0.586, -0.895, -0.324], [0.238, 0.549, -0.463], [0.386, -0.027, -0.127], [-0.312, 0.017, 0.257], [-0.376, 0.239, 0.170], [-0.004, -0.353, -0.205], [-0.007, -0.696, 0.054], [-2.036, -0.518, 1.081], [0.079, 0.598, 0.120], [1.351, 0.632, -0.876], [0.189, 0.028, -0.725], [-0.402, 0.479, 0.132], [0.018, 0.157, -0.157], [-0.203, -0.363, 0.050], [0.169, -0.107, 0.362], [0.324, -0.327, -0.012], [-0.179, -0.225, -0.104], [0.070, 0.131, 0.035], [0.316, 0.134, -0.257], [-0.148, 0.274, 0.131], [-0.332, 0.032, 0.237], [-0.006, -0.344, -0.056], [-0.251, 0.098, 0.201], [0.254, -0.309, 0.031], [0.026, -0.181, -0.402], [0.242, -0.028, -0.234], [-0.182, 0.208, -0.027], [0.149, 0.076, -0.269]],
  "e_tot_ev": -55557.7332,
  "lumo_ev": -4.5,
  "total_charge": 1,
  "orbital_gap_ev": 3.761
}